119
Properties=species:S:1:pos:R:3:forces:R:3:mulliken_charge:R:1 method="wB97M-V/def2-TZVPD" total_charge=+3 max_force_ev_per_a=1.0 e_homo_ev=-15.1 relative_energy_kj_mol=22.3 homo_lumo_gap_ev=7.6
Hf -0.272 2.195 -0.079 -0.47 0.51 -0.66 1.65
C 0.607 3.777 1.621 0.02 -0.03 0.17 -0.44
C 0.893 2.457 2.088 0.10 -0.01 0.14 0.43
C -0.379 1.834 2.341 -0.04 0.04 0.14 0.23
C -1.377 2.835 2.074 0.08 -0.10 0.09 -1.53
C -0.779 4.052 1.708 0.10 -0.06 -0.06 1.18
C -1.397 5.439 1.791 -0.01 -0.06 0.05 1.39
C -0.846 6.423 0.764 0.00 0.02 -0.05 -1.52
C -2.920 5.407 1.694 -0.03 -0.02 -0.04 -1.59
C -1.013 5.937 3.201 -0.01 0.05 0.00 -1.72
C -0.853 0.552 3.048 0.02 0.02 -0.03 1.84
C -2.181 0.081 2.425 -0.03 -0.01 -0.02 -1.47
C -1.121 0.929 4.516 -0.01 -0.03 0.04 -1.66
C 0.101 -0.639 3.017 0.02 -0.04 -0.01 -2.11
C 2.336 2.066 2.455 -0.03 0.03 0.00 2.01
C 2.398 2.001 3.992 0.04 -0.01 0.04 -1.61
C 2.865 0.764 1.841 -0.01 -0.04 0.03 -1.33
C 3.313 3.170 2.023 -0.01 0.02 -0.01 -2.08
H 1.361 4.511 1.388 0.00 -0.02 -0.07 0.72
H -2.421 2.698 2.298 -0.02 0.01 -0.09 0.81
H -1.092 6.133 -0.259 -0.06 0.01 0.02 0.11
H 0.235 6.552 0.845 0.01 -0.04 -0.03 0.28
H -1.301 7.401 0.922 0.05 0.02 0.04 0.52
H -3.261 5.075 0.711 0.02 0.01 0.00 0.17
H -3.317 6.410 1.847 0.01 0.01 0.01 0.57
H -3.365 4.769 2.460 0.01 0.00 0.00 0.28
H 0.069 5.954 3.335 0.00 0.01 -0.01 0.34
H -1.445 5.299 3.974 0.01 -0.02 0.00 0.36
H -1.387 6.951 3.348 -0.02 0.00 0.00 0.47
H -3.010 0.744 2.669 0.01 0.01 0.00 0.43
H -2.442 -0.902 2.820 -0.01 0.01 0.02 0.57
H -2.117 -0.010 1.335 0.03 -0.02 0.00 -0.04
H -1.864 1.724 4.589 0.01 0.01 0.00 0.27
H -0.214 1.267 5.015 0.00 0.00 -0.01 0.30
H -1.502 0.063 5.060 0.00 -0.01 -0.01 0.48
H 0.331 -0.950 1.998 -0.03 0.01 0.01 0.31
H -0.383 -1.479 3.520 -0.01 0.00 0.01 0.66
H 1.034 -0.453 3.539 0.00 0.04 0.04 0.17
H 1.927 1.111 4.402 -0.05 -0.03 -0.01 0.25
H 1.921 2.874 4.440 0.01 0.02 -0.01 0.33
H 3.441 1.994 4.312 0.00 -0.02 -0.01 0.52
H 2.173 -0.070 1.910 0.04 0.05 -0.03 -0.14
H 3.780 0.479 2.364 -0.01 0.00 0.01 0.75
H 3.126 0.916 0.797 0.01 0.02 -0.04 0.09
H 3.152 4.098 2.574 -0.01 0.00 -0.01 0.41
H 3.256 3.375 0.953 0.00 -0.01 -0.01 0.27
H 4.329 2.841 2.243 0.00 0.00 0.01 0.48
C -3.415 3.981 -1.800 -0.03 0.04 0.01 -1.46
P -2.991 2.440 -0.897 0.09 -0.10 0.05 1.92
C -4.306 2.322 0.355 -0.02 -0.01 -0.01 -1.83
C -3.373 1.100 -2.068 -0.02 -0.01 0.04 0.10
C -4.613 0.465 -2.044 0.00 0.00 0.00 -0.87
C -4.905 -0.556 -2.936 -0.03 0.00 0.02 -0.94
C -3.956 -0.953 -3.861 0.03 0.01 -0.02 -0.92
C -2.721 -0.323 -3.899 -0.01 0.01 -0.04 -0.72
C -2.413 0.710 -3.015 -0.01 -0.01 -0.07 0.06
P -0.799 1.561 -3.084 -0.07 0.18 0.28 2.29
C 0.221 0.466 -4.129 -0.03 -0.02 -0.03 -2.15
C -1.034 2.960 -4.241 0.03 -0.01 -0.09 -1.55
H -4.436 4.273 -1.549 0.00 -0.01 -0.01 0.53
H -3.372 3.802 -2.872 0.00 -0.01 0.00 0.55
H -2.755 4.811 -1.548 0.01 -0.02 0.01 0.28
H -5.274 2.509 -0.108 -0.01 -0.01 0.01 0.71
H -4.151 3.077 1.121 -0.01 0.01 -0.02 0.09
H -4.308 1.336 0.817 0.01 0.00 0.00 0.46
H -5.370 0.756 -1.330 0.00 0.00 0.01 0.44
H -5.876 -1.032 -2.907 0.00 0.00 0.00 0.47
H -4.175 -1.746 -4.563 -0.01 0.00 0.00 0.46
H -2.001 -0.644 -4.639 -0.01 0.01 0.01 0.37
H 0.307 -0.529 -3.695 -0.02 0.00 0.01 0.42
H 1.212 0.907 -4.227 0.01 0.00 0.02 0.44
H -0.224 0.388 -5.121 0.03 0.01 0.00 0.70
H -1.715 2.681 -5.045 0.02 -0.01 -0.01 0.43
H -0.062 3.202 -4.676 0.01 0.01 0.03 0.49
H -1.410 3.856 -3.754 -0.04 -0.02 0.01 0.32
F -1.123 -4.606 0.812 0.04 -0.04 0.00 -0.41
C -0.050 -3.997 0.270 -0.08 -0.04 -0.11 0.22
C -0.127 -2.663 0.044 0.04 0.01 0.01 -0.96
C 0.930 -1.988 -0.599 -0.07 -0.05 -0.09 0.29
C 0.904 -0.567 -0.784 0.06 0.11 0.20 0.36
O -0.094 0.117 -0.317 0.12 -0.03 0.12 -0.75
C 1.992 0.015 -1.456 0.19 -0.13 -0.17 1.02
C 3.006 -0.797 -1.915 -0.05 0.00 0.00 -0.40
N 3.044 -2.118 -1.734 -0.03 0.01 0.01 0.33
C 4.207 -2.865 -2.201 -0.01 0.02 -0.03 -0.43
C 4.032 -3.846 -3.323 0.03 0.04 0.02 -0.40
C 4.758 -2.556 -3.559 -0.01 -0.03 0.04 -0.98
C 2.019 -2.753 -1.046 0.01 -0.01 -0.03 -0.35
C 2.091 -4.128 -0.775 0.04 0.08 0.06 -0.64
C 1.082 -4.785 -0.086 0.11 0.17 0.15 0.32
N 1.158 -6.131 0.222 -0.22 -0.20 -0.24 0.08
C 2.140 -7.017 -0.371 0.07 -0.03 -0.04 -0.48
C 1.468 -8.287 -0.875 -0.07 -0.10 0.06 -0.93
N 0.736 -8.959 0.258 0.03 0.07 0.02 -0.13
C -0.241 -8.015 0.918 0.02 -0.10 -0.05 -0.69
C 0.512 -6.775 1.358 0.11 0.10 0.11 -0.68
C 2.148 1.490 -1.715 -0.09 -0.15 0.21 -0.89
O 2.715 1.911 -2.687 0.07 0.00 0.04 -0.61
O 1.637 2.232 -0.750 0.05 0.01 -0.15 -0.69
H -1.013 -2.124 0.349 0.00 0.01 -0.01 0.61
H 3.843 -0.366 -2.448 -0.01 0.04 0.00 0.89
H 4.901 -3.092 -1.402 0.00 -0.02 -0.01 0.51
H 3.043 -3.931 -3.754 0.00 -0.02 0.00 0.21
H 4.605 -4.762 -3.280 -0.01 -0.01 -0.01 0.33
H 4.251 -1.815 -4.162 0.01 0.01 0.00 0.33
H 5.833 -2.570 -3.664 0.00 0.00 -0.01 0.29
H 2.982 -4.650 -1.080 -0.01 -0.02 0.04 0.66
H 2.917 -7.270 0.363 0.03 0.00 -0.03 0.29
H 2.644 -6.568 -1.222 -0.09 0.04 -0.01 0.36
H 2.187 -8.999 -1.274 0.02 0.03 0.00 0.43
H 0.715 -8.065 -1.630 0.04 0.03 -0.03 0.36
H 1.412 -9.284 0.955 0.00 -0.02 0.01 0.40
H 0.251 -9.793 -0.080 -0.01 0.00 -0.02 0.36
H -0.695 -8.541 1.756 0.01 0.03 0.01 0.40
H -1.000 -7.786 0.171 -0.02 0.03 0.04 0.39
H 1.286 -7.063 2.084 -0.02 0.01 0.03 0.32
H -0.170 -6.112 1.873 -0.01 0.01 -0.02 0.47
O 0.522 5.110 -2.032 -0.02 0.04 -0.13 -0.17
C 0.066 4.290 -1.426 0.05 -0.21 0.20 -0.09